Entry from OMol25: C4H5Cl3O2 in the gas phase in a non-equilibrium geometry (ωB97M-V with the def2-TZVPD basis set).

Last column: natural (NBO) charge in e.
Element x y z (Å)
1 C -0.9346 0.7196 -1.1219  -0.332
2 C -0.0654 -0.0860 0.6369  0.311
3 C -1.2184 -0.3288 -0.1699  -0.138
4 C 1.4045 -0.2868 0.3551  -0.134
5 O -0.1575 0.7165 1.7690  -0.647
6 O 1.9443 -0.4320 -0.9342  -0.705
7 Cl -1.6302 2.2748 -0.9119  0.038
8 Cl -2.7916 -0.3388 0.5765  0.050
9 Cl -0.7310 -1.9534 -0.9250  -0.082
10 H -0.0208 0.6436 -1.7612  0.248
11 H 1.8853 -1.1823 0.9955  0.202
12 H 1.9648 0.5466 0.8838  0.224
13 H -0.9935 0.5278 2.1474  0.488
14 H 1.3440 -0.8209 -1.5403  0.479

Computed properties:
LUMO level (alpha / beta) (eV): 0.1773 / 0.1768
E_tot (eV): -45887.7940
HOMO level (alpha / beta) (eV): -8.148 / -8.148
Charge: 0
Energy relative to the best compared isomer or geometry (same formula, charge and spin) (kcal per mole): 54.3
Maximum force (Eh/bohr): 0.0743